Record 1
Density functional theory data (ωB97M-V/def2-TZVPD) for C16H25NO3 in the gas phase.

Output
Maximum force ... 0.016 hartree/bohr
Structure (SMILES) ... CC(C)(CO)NC[C@H](O)COc1ccc2c(c1)CCC2
HOMO ... -8.23 eV
HOMO-LUMO gap ... 8.9 eV
Total energy ... -24630.249 eV

CARTESIAN COORDINATES (ANGSTROEM)
C: -3.7098 -0.9389 0.1990
C: 2.0689 0.7793 -1.4180
H: -5.5722 0.1173 -0.1495
C: -3.0492 -1.7519 1.3131
H: 5.5304 -2.2808 0.5615
H: -0.7032 0.9872 -1.2399
C: -1.6819 2.2758 0.1908
C: 4.1920 -0.1119 -0.7716
C: -5.1145 -0.4942 0.6262
C: -3.8089 -1.8113 -1.0717
H: -3.1932 1.4613 1.4715
H: 6.2826 0.1124 -1.1391
H: -1.6492 0.5636 1.4678
H: -2.0430 -2.0374 1.0180
C: -2.3794 1.0761 0.8383
O: 0.5329 1.4527 0.3596
C: 4.9643 -0.4006 1.4588
H: -3.6258 -2.6553 1.4942
H: -3.0021 -1.1827 2.2374
H: -3.3336 0.7346 -0.8926
H: 5.5091 0.4719 1.8303
C: 5.5744 -0.6834 -0.8902
H: -4.3866 -1.2672 -1.8369
H: 3.5652 0.1314 -2.8047
H: -5.7462 -1.3613 0.8006
H: 2.3327 0.7049 1.9530
H: -1.9941 -1.3478 -1.4189
O: -2.6136 2.9158 -0.6544
H: 4.6150 -0.9690 2.3204
H: -2.2039 3.6935 -1.0474
H: -5.0698 0.0873 1.5440
O: -2.5391 -2.1351 -1.5694
H: -1.3542 2.9592 0.9892
H: 1.3851 1.0563 -2.2046
H: -4.3216 -2.7518 -0.8589
C: 5.8458 -1.2373 0.5178
C: 1.7221 0.9404 -0.0830
H: 5.6487 -1.4502 -1.6613
C: 3.8435 0.0498 0.5689
H: -0.0675 2.6603 -1.2082
N: -2.8444 0.1743 -0.1979
H: 6.9002 -1.1899 0.7859
C: -0.4363 1.8278 -0.5877
C: 2.6221 0.5724 0.9222
C: 3.3086 0.2527 -1.7624

Computed natural (NBO) charges, given in elementary charges: C 0.10; C -0.33; H 0.21; C -0.63; H 0.20; H 0.19; C 0.08; C -0.05; C -0.63; C -0.05; H 0.18; H 0.21; H 0.21; H 0.23; C -0.23; O -0.52; C -0.43; H 0.21; H 0.21; H 0.38; H 0.21; C -0.42; H 0.15; H 0.21; H 0.21; H 0.22; H 0.48; O -0.73; H 0.22; H 0.48; H 0.21; O -0.73; H 0.17; H 0.22; H 0.18; C -0.38; C 0.38; H 0.22; C 0.01; H 0.17; N -0.67; H 0.21; C -0.09; C -0.27; C -0.17

Record 2
Density functional theory data (ωB97M-V/def2-TZVPD) for a molecular structure, C16H26AsF6N6OPPbS2.

Output
Multiplicity ... 2
Maximum force ... 0.014 hartree/bohr
Expectation value of S² ... 0.76
Net charge ... +1
HOMO (spin up / spin down) ... -11.47 / -11.56 eV
HOMO-LUMO gap (spin up / spin down) ... 8.2 / 5.4 eV
Total energy ... -141352.516 eV

CARTESIAN COORDINATES (ANGSTROEM)
H: -1.1269 -3.8952 -2.5593
C: -1.0658 3.2174 0.4823
P: -0.0512 -0.0956 2.0104
H: 2.1583 3.3202 1.0423
N: -2.1366 1.8017 -2.6881
C: 0.6864 4.1952 2.3461
H: 5.9102 -2.1812 2.9450
H: -2.6826 -1.4804 -3.7119
H: 4.3975 -1.2431 2.9378
As: -1.8707 -1.8312 -1.3932
H: 2.3814 -2.3762 2.5475
C: -3.1636 -1.4023 -2.7403
H: -3.6201 4.0913 -0.4863
F: -1.2758 -0.6663 2.8590
C: 2.9315 -3.1996 2.0863
O: 4.2410 -3.2840 2.6340
H: -1.0404 4.8843 3.4118
S: 0.0373 -1.0247 -1.9590
H: -3.6899 -2.3119 0.1028
C: 4.9426 -2.0666 2.4610
H: -0.8958 -4.0493 -0.8040
N: 3.0125 0.0579 -1.0644
F: 1.1558 0.4987 1.0524
H: -3.9372 2.6062 -1.3966
F: -0.1333 1.3161 2.7707
C: 3.0001 -2.9998 0.5862
H: 2.4274 -4.1367 2.3139
H: -1.7280 1.3705 -5.8080
F: -1.0887 0.4870 0.8713
C: -1.5592 3.8757 1.5905
F: 1.0345 -0.6304 3.0514
C: -1.4744 1.7037 -3.8010
H: 1.4110 4.5586 3.0608
C: -0.6690 4.3705 2.5347
N: 0.2504 3.0453 0.3144
H: 5.5944 -0.7930 0.8381
C: 1.1063 3.5099 1.2192
C: -1.9634 2.7483 -0.6158
H: -3.1694 1.3541 -4.8581
H: 5.7780 -2.5326 0.5362
H: -3.5242 -0.3871 -2.5917
F: 0.0354 -1.4842 1.1748
H: -3.1273 -0.6387 0.4330
H: -2.6238 4.0066 1.7193
N: 3.8284 -1.8064 0.3189
C: 5.1410 -1.7706 0.9879
H: -3.8360 2.5696 0.3777
C: 3.3983 -0.8257 -0.4149
C: -2.8260 -1.6657 0.2575
N: -1.3849 2.1793 -1.6005
N: -2.1638 1.3259 -4.9042
Pb: 0.9551 1.4830 -1.4872
C: -1.5756 -3.7178 -1.5857
H: 3.4862 -3.8576 0.1176
C: -3.4296 3.0174 -0.5319
H: 2.0121 -2.8508 0.1549
H: -2.5237 -4.2469 -1.5030
H: -3.9838 -2.1151 -2.6600
S: 0.2389 1.9866 -4.0654
H: -2.2116 -2.0139 1.0827

Computed natural (NBO) charges, given in elementary charges: H 0.26; C 0.17; P 2.61; H 0.21; N -0.43; C -0.22; H 0.21; H 0.26; H 0.18; As 1.51; H 0.20; C -0.98; H 0.25; F -0.57; C -0.10; O -0.51; H 0.24; S -0.61; H 0.24; C -0.08; H 0.26; N -0.56; F -0.60; H 0.26; F -0.58; C -0.23; H 0.21; H 0.41; F -0.62; C -0.20; F -0.57; C 0.29; H 0.24; C -0.11; N -0.49; H 0.22; C 0.09; C 0.32; H 0.41; H 0.21; H 0.26; F -0.60; H 0.26; H 0.24; N -0.46; C -0.23; H 0.24; C 0.61; C -0.94; N -0.35; N -0.79; Pb 1.44; C -0.96; H 0.21; C -0.70; H 0.24; H 0.25; H 0.25; S -0.07; H 0.29

Record 3
Density functional theory data (ωB97M-V/def2-TZVPD) for 4 unconnected molecules or ions with the total composition C16H26BBr2O12P.

Output
Maximum force ... 0.118 hartree/bohr
Structure (SMILES) ... C/C(Br)=C(/Br)BCP(=O)(O)O.C[C@@H]1COC(=O)O1.C[C@@H]1COC(=O)O1.C[C@@H]1COC(=O)O1
HOMO ... -9.34 eV
HOMO-LUMO gap ... 8.2 eV
Total energy ... -191632.952 eV

CARTESIAN COORDINATES (ANGSTROEM)
C: -0.4792 -6.7000 5.2143
O: 2.9466 1.5334 -0.8840
H: -0.8558 -5.5915 3.4045
H: -2.0669 1.3383 -4.8351
H: 1.0136 6.9094 -0.0197
O: 0.4615 2.0478 0.5189
C: 1.2264 -1.5595 0.5491
O: 1.4621 5.4493 1.3817
O: 2.6785 3.7480 2.3122
C: 3.9772 7.0130 -0.6820
Br: 3.0821 -1.6344 1.3935
C: 1.2609 -5.5305 3.8217
H: -4.2800 1.0170 -6.3003
C: -2.6655 1.3972 -3.9187
O: -1.2994 -7.8183 4.9356
O: 3.5390 5.0222 0.6143
H: -2.4888 2.3655 -3.4401
H: 1.1770 2.2997 1.1738
H: -2.2378 -2.3694 1.6217
H: 4.6222 7.3034 0.1549
C: -3.1231 -0.7013 -3.3386
O: -4.1920 -0.2837 -4.0893
H: 1.3347 -4.7768 4.6112
O: -2.2825 0.3376 -3.0634
H: -1.0371 -5.9378 5.7673
H: 3.2162 0.7284 -0.3515
B: 1.0373 -1.3434 -1.0756
H: -4.7319 1.5349 -3.3213
O: 0.9086 2.7826 -2.1159
C: -0.0833 -6.2315 3.8466
H: 3.4971 7.9071 -1.0906
C: -4.1242 1.1323 -4.1401
O: -1.1738 -9.4183 3.3035
C: -1.5453 -1.7375 0.8822
C: -0.8663 -8.3251 3.7451
H: 1.4069 -5.0310 2.8582
C: 2.5660 4.6575 1.5092
H: 2.0839 -6.2457 3.9309
H: -1.7017 -2.2140 -0.1803
H: 2.5561 5.4513 -1.1288
H: -5.7228 1.6178 -5.4993
C: 0.0047 -1.7298 1.4168
H: 2.1833 7.3595 1.2486
H: -1.9706 -0.6252 0.8000
Br: 0.2862 -1.9662 3.4188
C: 2.9539 5.9792 -0.2542
O: -0.0329 -7.4418 3.1083
H: 4.6339 6.5959 -1.4526
O: -2.9498 -1.8500 -2.9711
H: -4.3106 2.6784 -5.6522
C: 0.3878 0.0528 -1.6534
C: -4.6285 1.6468 -5.4742
C: 1.8523 6.5516 0.5858
H: 0.3684 -7.0335 5.8240
H: 1.3157 -2.1843 -1.8758
H: -0.7408 0.0927 -1.2961
P: 1.2137 1.6541 -1.0058
H: 0.3370 0.0758 -2.8430

Computed natural (NBO) charges, given in elementary charges: C -0.10; O -0.95; H 0.18; H 0.19; H 0.21; O -0.96; C -0.44; O -0.48; O -0.61; C -0.63; Br 0.05; C -0.63; H 0.23; C -0.10; O -0.49; O -0.48; H 0.22; H 0.52; H 0.26; H 0.22; C 0.97; O -0.48; H 0.22; O -0.50; H 0.20; H 0.50; B 0.69; H 0.18; O -1.07; C 0.06; H 0.22; C 0.06; O -0.57; C -0.70; C 0.96; H 0.23; C 0.97; H 0.22; H 0.26; H 0.21; H 0.23; C -0.03; H 0.18; H 0.25; Br 0.03; C 0.05; O -0.49; H 0.23; O -0.59; H 0.22; C -1.16; C -0.63; C -0.09; H 0.18; H -0.06; H 0.32; P 2.19; H 0.30

Record 4
Density functional theory data (ωB97M-V/def2-TZVPD) for 4 unconnected molecules or ions with the total composition C16H26BF10O7.

Output
Maximum force ... 0.006 hartree/bohr
Net charge ... -1
HOMO ... -4.66 eV
HOMO-LUMO gap ... 6.7 eV
Total energy ... -59201.921 eV

CARTESIAN COORDINATES (ANGSTROEM)
O: 2.3140 0.9351 1.6451
H: -4.7111 -2.6799 -1.5018
F: -7.1201 -2.0811 -7.2802
C: -6.4442 -0.0195 -6.3146
H: 6.1600 2.2991 4.5853
H: -3.2970 -1.6514 -3.1176
H: 7.3256 3.3660 3.7866
F: 3.6845 2.3927 3.6929
H: 3.1163 -0.7021 0.6554
C: -6.0614 -1.4464 -6.7819
C: 2.6019 1.6036 3.8679
H: 7.3833 4.8257 5.8220
H: 0.9138 -1.3857 -0.3929
F: -1.5273 -2.0202 0.0086
H: 0.1197 -0.0395 0.4056
C: 9.2338 3.1329 5.9811
F: -5.5730 -2.1482 -5.7631
H: 0.7782 -1.3625 1.3578
F: 1.5179 2.3724 3.7548
C: 6.5183 3.3251 4.5173
H: -3.1245 -1.4042 1.3605
O: 2.9411 -0.6570 3.1277
H: -4.1381 -4.7526 -2.7741
C: -6.4936 1.6590 -3.7176
F: 9.7110 0.9061 6.7109
H: 6.1833 3.7827 6.6007
F: 2.6508 1.1231 5.1077
H: -1.7769 -3.0256 -1.9267
C: -5.6752 1.7661 -4.9835
C: 10.1993 2.1490 6.6874
O: -3.6141 -3.2084 0.1532
C: 6.9860 3.8123 5.8679
C: -2.3616 -3.5435 -2.6902
H: -5.1570 -4.1997 -0.7172
C: 2.2728 -0.0212 0.5429
C: 2.6255 0.4563 2.8273
O: -7.4692 0.5163 -6.6211
F: 10.3954 2.5444 7.9561
H: -1.6830 -4.2276 -3.2138
H: -4.6712 2.1289 -4.7774
C: -2.9210 -2.5136 -3.6736
H: -3.0203 -5.2286 -1.4982
F: -5.1256 -1.3757 -7.7433
H: -6.0191 0.9740 -3.0153
C: 0.9491 -0.7395 0.4822
O: 8.0055 2.9414 6.4208
C: -3.4539 -4.3609 -2.0037
H: 5.7024 3.9553 4.1668
H: -3.7546 -2.9222 -4.2483
C: -4.2991 -3.5699 -0.9991
H: -2.1575 -2.1557 -4.3681
H: -7.4997 1.3000 -3.9320
H: -6.5693 2.6402 -3.2487
H: -3.4179 -1.1291 -0.6515
O: -5.4674 0.4622 -5.5719
O: 9.6144 3.9471 5.1932
B: -2.9682 -1.8864 0.2309
F: 11.3775 2.1281 6.0708
H: 2.4349 0.5974 -0.3376
H: -6.1442 2.4156 -5.7223

Computed natural (NBO) charges, given in elementary charges: O -0.48; H 0.15; F -0.31; C 0.70; H 0.23; H 0.22; H 0.22; F -0.33; H 0.19; C 0.90; C 0.90; H 0.20; H 0.24; F -0.60; H 0.24; C 0.70; F -0.30; H 0.23; F -0.31; C -0.64; H -0.17; O -0.55; H 0.17; C -0.64; F -0.31; H 0.20; F -0.31; H 0.25; C -0.08; C 0.90; O -0.75; C -0.08; C -0.42; H 0.14; C -0.08; C 0.70; O -0.56; F -0.31; H 0.17; H 0.20; C -0.61; H 0.19; F -0.32; H 0.24; C -0.64; O -0.48; C -0.41; H 0.23; H 0.19; C -0.04; H 0.19; H 0.22; H 0.22; H -0.20; O -0.47; O -0.55; B 0.54; F -0.30; H 0.19; H 0.19

Record 5
Density functional theory data (ωB97M-V/def2-TZVPD) for a molecular structure, C16H26CrN4O.

Output
Multiplicity ... 2
Maximum force ... 0.022 hartree/bohr
Expectation value of S² ... 0.90
Net charge ... +1
HOMO (spin up / spin down) ... -9.08 / -8.86 eV
HOMO-LUMO gap (spin up / spin down) ... 5.8 / 5.6 eV
Total energy ... -53433.959 eV

CARTESIAN COORDINATES (ANGSTROEM)
H: -2.5035 1.3685 -2.8056
H: 0.6120 3.6132 2.1077
H: 1.8066 -2.9006 -0.8766
H: -0.0331 2.0368 2.5482
H: 2.2454 -1.2613 0.5291
C: 0.4509 1.9814 -0.2091
C: -2.9324 0.9886 0.4192
H: -0.0448 -1.8740 -2.8974
C: -2.7960 1.6797 -1.8145
C: -0.3001 -3.2059 -0.5317
C: 0.8897 -3.0092 -1.4563
H: 1.8203 -3.5820 1.2927
Cr: 0.0325 -0.2525 -0.7721
H: -0.4826 2.5291 -0.1217
N: -2.6058 0.7590 -0.8590
N: -0.3986 -2.0742 0.4243
H: -1.2159 -3.2307 -1.1279
C: 0.0604 -2.4326 1.7829
H: 4.0122 0.5316 -0.5781
C: 2.2235 1.0388 -1.5995
H: -3.4658 3.6377 -2.2787
H: 0.3823 1.8955 -2.4047
C: 1.5552 -2.6884 1.8661
H: -3.7199 2.3679 1.8266
C: 1.3450 1.9912 0.9046
H: 1.5184 -1.4795 -2.6989
C: -3.6616 3.1820 -0.1744
H: 2.5957 0.7176 -2.5653
C: -3.3251 2.9111 -1.4928
C: -3.4668 2.2070 0.7894
H: 3.3020 1.5073 1.5936
H: -0.2272 -1.6217 2.4567
H: -0.4588 -3.3398 2.1186
N: 0.6791 -1.7457 -2.1929
C: 2.6121 1.5085 0.7608
C: 0.8671 2.5570 2.2093
H: 1.7723 -2.9524 2.9040
C: 3.0198 0.9556 -0.4906
N: 2.4149 -1.5994 1.4721
H: -1.3821 -1.8338 0.4908
H: -4.0754 4.1427 0.0966
H: 2.3432 -0.8027 2.0909
O: -2.0173 -0.4034 -1.1883
H: 1.0215 -3.8648 -2.1229
H: 1.6240 2.4665 2.9861
H: -2.7532 0.1695 1.0977
C: 0.8996 1.5716 -1.5057
H: -0.2394 -4.1607 -0.0034

Computed natural (NBO) charges, given in elementary charges: H 0.25; H 0.23; H 0.20; H 0.21; H 0.35; C -0.43; C 0.03; H 0.37; C 0.03; C -0.24; C -0.23; H 0.19; Cr 0.99; H 0.21; N 0.05; N -0.69; H 0.21; C -0.22; H 0.23; C -0.26; H 0.25; H 0.22; C -0.24; H 0.25; C 0.15; H 0.39; C -0.15; H 0.22; C -0.21; C -0.20; H 0.22; H 0.20; H 0.19; N -0.86; C -0.34; C -0.65; H 0.22; C -0.18; N -0.82; H 0.38; H 0.25; H 0.37; O -0.65; H 0.21; H 0.23; H 0.24; C -0.37; H 0.22

Record 6
Density functional theory data (ωB97M-V/def2-TZVPD) for 5 unconnected molecules or ions with the total composition C16H26FO11S.

Output
Maximum force ... 0.222 hartree/bohr
Net charge ... -1
HOMO ... -6.25 eV
HOMO-LUMO gap ... 8.6 eV
Total energy ... -53084.182 eV

CARTESIAN COORDINATES (ANGSTROEM)
H: -4.7480 -0.5055 -4.5751
C: 0.1860 -2.5835 -0.5191
O: 4.5060 0.0395 0.7999
H: -2.7750 -1.6285 -0.9471
C: 4.2800 2.3155 1.4459
H: -1.3930 0.6245 -2.4941
H: -0.9030 -1.1405 0.7729
O: 5.5630 -1.2695 -0.6401
C: 3.5880 1.5415 -0.8431
C: -3.9820 -0.7295 -4.0451
C: -2.4510 0.2275 -2.2531
H: -4.7500 -2.3495 -2.6021
H: -1.3830 -2.7275 1.0029
H: 3.7630 3.2555 1.5629
H: 0.1050 -2.4945 1.5289
H: 0.5390 2.2145 2.3029
C: -0.5350 -2.2235 0.7589
O: 4.4470 0.5115 -1.4031
S: -3.0290 0.6705 -3.8431
H: 5.3520 2.3925 1.0919
C: -2.8460 -1.3205 -2.0561
H: -3.8160 -1.2035 -4.8941
C: -1.2740 1.3835 3.5899
C: -0.5380 2.7665 5.1139
C: -2.1680 1.5495 2.3879
H: -3.0550 0.8455 -1.6961
O: -0.5460 3.4905 6.1089
H: -5.0240 -0.7405 -1.9151
H: 4.3480 2.0335 2.5649
F: 0.3560 0.9265 -0.2591
C: -4.3160 -1.3815 -2.6901
H: -2.1610 -1.7405 -2.6131
H: 2.1060 -2.0685 0.1999
H: 4.2520 2.4835 -1.2301
O: 2.2400 -3.0735 -1.2691
C: 0.3050 1.7045 3.2339
O: -1.9570 0.7275 -4.8051
H: -3.1830 1.3875 2.5729
H: 1.0400 0.8915 3.1129
C: 3.6420 1.2155 0.6909
O: -1.6220 2.2535 4.5979
H: 2.6650 1.0905 1.1909
C: 1.5790 -2.0725 -0.5321
H: 2.5110 1.6225 -1.2221
H: -2.1820 2.5995 2.0719
C: 1.5350 -4.1595 -1.2561
O: 0.6190 2.3705 4.4389
H: -1.9550 0.7905 1.7599
H: -1.1860 0.4365 4.1979
C: 4.8180 -0.3315 -0.4081
O: 1.9440 -5.2695 -1.6201
O: -3.9800 1.7155 -3.6801
H: -0.3080 -2.0075 -1.3791
O: 0.3100 -3.9955 -0.6701
H: 1.4660 -1.0635 -0.7391

Computed natural (NBO) charges, given in elementary charges: H 0.25; C 0.08; O -0.47; H 0.22; C -0.63; H 0.30; H 0.26; O -0.62; C -0.12; C -0.78; C -0.68; H 0.23; H 0.21; H 0.23; H 0.20; H 0.22; C -0.64; O -0.49; S 2.22; H 0.21; C -0.37; H 0.26; C 0.08; C 0.97; C -0.62; H 0.23; O -0.61; H 0.21; H 0.21; F -0.97; C -0.39; H 0.20; H 0.16; H 0.18; O -0.45; C -0.10; O -0.94; H 0.20; H 0.20; C 0.03; O -0.48; H 0.23; C -0.12; H 0.27; H 0.23; C 0.97; O -0.51; H 0.24; H 0.18; C 0.96; O -0.63; O -0.97; H 0.18; O -0.49; H 0.26

Q: What is the formula in the first record?
A: C16H25NO3

Q: Look up the maximum force of the fourth one.
A: 0.006 hartree/bohr

Q: Which of these has the lowest maximum force?
A: C16H26BF10O7